{"formula": "C15H17EuNS2", "method": "the ωB97M-V functional and the def2-TZVPD basis", "multiplicity": 8, "homo_ev": [-5.62, -5.65], "largest_force_ev_per_a": 3.0, "total_charge": 0, "homo_lumo_gap_ev": [5.5030, 5.5532], "species": ["H", "C", "H", "C", "N", "H", "C", "H", "S", "C", "H", "C", "H", "Eu", "S", "C", "C", "C", "C", "C", "C", "H", "H", "H", "H", "H", "H", "C", "C", "H", "H", "H", "C", "C", "H", "H"], "coordinates": [[-2.303, -1.672, -3.458], [-0.488, -1.814, -2.476], [1.243, -2.624, -3.470], [-1.049, 1.215, -1.964], [0.476, -0.463, 2.320], [0.833, 2.133, -1.768], [0.235, 1.390, -2.317], [1.416, -2.425, -1.736], [1.861, -2.733, 1.664], [0.999, 0.667, -3.393], [-1.477, 1.843, -1.171], [-0.524, 1.744, 5.683], [-1.031, 1.853, 2.278], [0.604, -0.963, -0.067], [1.482, -1.582, 4.437], [-2.022, 0.269, -2.592], [1.225, -1.548, 2.680], [-0.692, 1.528, 3.266], [0.971, -1.907, -2.660], [-0.992, 2.216, 4.442], [1.776, -0.580, -2.905], [-0.950, -2.626, -1.892], [-0.763, 2.286, 6.598], [-1.037, -0.762, -4.275], [2.353, -0.303, -1.998], [0.642, 0.176, 6.718], [0.389, 0.440, -4.276], [0.083, 0.357, 3.369], [-1.422, -1.021, -3.274], [-2.618, 0.798, -3.358], [-1.593, 3.128, 4.413], [1.771, 1.382, -3.742], [0.551, -0.113, 4.619], [0.252, 0.582, 5.784], [2.553, -0.818, -3.649], [-2.751, -0.053, -1.827]]}